ORCA calculation (the ωB97M-V functional and the def2-TZVPD basis) on a molecular structure, C20H18F6N6PS4W.

```
56
Properties=species:S:1:pos:R:3:mulliken_spin:R:1
W 0.27 -0.24 0.31 1.0523
S -0.12 0.66 -1.96 -0.0536
C 1.14 1.88 -2.10 0.0091
C 1.54 2.22 -3.39 0.0017
C 2.62 3.08 -3.56 0.0014
C 3.27 3.61 -2.46 -0.0021
C 2.86 3.30 -1.16 0.0004
C 1.81 2.43 -0.99 0.0091
S 0.92 2.17 0.52 -0.0314
C 1.67 1.95 2.15 0.0294
C 0.50 1.34 2.90 -0.0170
C 0.28 1.71 4.20 0.0013
C -0.79 1.16 4.90 0.0007
C -1.62 0.26 4.26 0.0004
C -1.37 -0.09 2.95 0.0172
C -2.24 -1.14 2.32 -0.0034
S -1.92 -1.49 0.56 -0.0441
C -3.24 -0.71 -0.33 -0.0039
C -4.44 -1.38 -0.47 0.0062
C -5.46 -0.78 -1.21 0.0021
C -5.26 0.45 -1.82 -0.0008
C -4.05 1.12 -1.70 -0.0007
C -3.04 0.52 -0.96 -0.0075
S -1.58 1.40 -0.62 -0.0316
N -0.33 0.44 2.26 0.0194
H 1.03 1.80 -4.25 0.0002
H 2.94 3.34 -4.56 -0.0001
H 4.10 4.29 -2.60 0.0000
H 3.35 3.77 -0.31 0.0003
H 1.91 2.92 2.56 -0.0001
H 2.55 1.31 2.12 -0.0037
H 0.94 2.42 4.67 0.0002
H -0.98 1.45 5.93 -0.0003
H -2.46 -0.18 4.78 0.0003
H -3.30 -0.87 2.40 -0.0018
H -2.10 -2.09 2.84 -0.0015
H -4.59 -2.36 -0.02 0.0003
H -6.41 -1.29 -1.31 0.0002
H -6.06 0.90 -2.40 -0.0001
H -3.91 2.09 -2.18 0.0001
F 1.80 -0.62 1.34 0.0389
P 3.88 -0.80 -1.30 0.0030
F 5.38 -1.05 -1.44 0.0001
F 3.67 -0.31 -2.73 -0.0003
F 3.52 -2.25 -1.03 0.0003
F 2.12 -0.51 -1.15 0.0000
F 4.01 0.29 -0.24 0.0002
N 0.38 -5.12 -1.84 0.0065
N 0.63 -4.16 -0.96 0.0041
N 1.32 -4.42 0.14 -0.0020
C 1.34 -3.25 0.75 -0.0008
N 0.66 -2.34 0.02 0.0086
N 0.21 -2.95 -1.09 -0.0071
H 0.88 -5.99 -1.70 -0.0002
H -0.03 -4.86 -2.72 -0.0001
H 1.82 -3.07 1.69 0.0001
```

Computed properties:
* <S²>: 0.760
* electronic energy: -100695.657 eV
* energy relative to the best compared isomer or geometry (same formula, charge and spin): 0.000 eV
* E_LUMO (spin up / spin down): -14.0 / -14.4 eV
* net charge: +4
* orbital gap (spin up / spin down): 0.249 / 0.233 hartree
* 2S+1: 2